Molecular formula: C17H30F3NO26S6
Method: DFT, ωB97M-V with the def2-TZVPD basis set

energy relative to the best compared isomer or geometry (same formula, charge and spin): 0.0 kJ/mol
lowest unoccupied orbital energy: 0.16 eV
gap between HOMO and LUMO: 9.054 eV
structure (SMILES): O=C(O)NCCC(F)=C(F)F.O=S1(=O)OCCO1.O=S1(=O)OCCO1.O=S1(=O)OCCO1.O=S1(=O)OCCO1.O=S1(=O)OCCO1.O=S1(=O)OCCO1

The geometry in XYZ format:
```
83
Properties=species:S:1:pos:R:3:mulliken_charge:R:1
S 1.215 -0.013 -1.758 0.929
S 0.870 5.719 -0.413 0.905
S -4.846 -3.170 0.317 0.915
S 4.931 -2.437 -0.407 1.112
S -2.627 3.229 -3.015 1.040
S 0.551 -5.560 2.010 1.063
F -2.919 0.174 1.947 -0.107
F -1.981 2.379 0.304 0.081
F -3.993 1.718 3.073 -0.267
O 4.661 -2.856 1.109 -0.305
O 1.669 -0.086 -3.101 -0.699
O 0.584 4.631 0.463 -0.238
O 0.091 5.460 -1.766 -0.180
O 0.686 7.050 0.023 -0.610
O -5.016 -2.725 1.838 -0.303
O 0.043 -6.617 2.808 -0.629
O 1.918 0.759 -0.793 -0.413
O -4.245 -4.617 0.594 -0.308
O 2.345 5.553 -0.981 -0.353
O 1.017 -1.485 -1.199 -0.319
O 1.985 -5.125 2.543 -0.332
O 6.311 -2.570 -0.701 -0.614
O -6.117 -3.318 -0.287 -0.579
O 4.577 -0.904 -0.260 -0.262
O -3.257 3.126 -4.481 -0.340
O -3.082 2.113 -2.275 -0.458
O 1.021 -6.160 0.616 -0.343
O -0.304 0.435 -1.729 -0.102
O -2.766 4.552 -2.531 -0.572
O 2.032 2.219 1.513 -0.377
O -1.100 3.009 -3.447 -0.096
O 3.954 -3.094 -1.205 -0.557
O -3.853 -2.346 -0.274 -0.314
O 2.088 0.580 3.032 -0.659
O -0.223 -4.389 1.790 -0.384
N 0.130 1.769 2.736 0.061
C -3.927 -4.773 1.989 -0.143
C -0.226 3.171 2.961 -0.848
C 2.295 4.923 -2.276 -0.164
C 3.871 -0.678 0.985 0.032
C -1.611 3.570 2.355 -0.581
C -0.295 -1.604 -0.604 -0.175
C 1.466 1.476 2.481 0.538
C 1.002 5.436 -2.875 -0.014
C -2.255 2.459 1.629 0.346
C -1.158 -0.694 -1.448 -0.369
C -4.921 -3.875 2.694 -0.342
C -1.043 2.477 -4.780 -0.333
C -2.227 3.117 -5.477 -0.408
C 2.410 -5.840 0.370 -0.024
C 3.013 -5.758 1.756 -0.268
C -3.025 1.496 2.176 -0.098
C 4.469 -1.687 1.935 -0.301
H 3.802 -1.919 2.758 0.317
H 1.107 6.451 -3.260 0.289
H -0.303 3.395 4.019 0.343
H -2.048 -0.355 -0.938 0.304
H -1.435 -1.162 -2.392 0.327
H 1.405 2.857 1.152 0.199
H 0.550 3.776 2.531 0.596
H 3.916 -5.157 1.774 0.245
H -2.288 3.943 3.116 0.474
H 2.275 3.840 -2.135 0.095
H -2.899 -4.445 2.152 0.124
H -4.589 -3.572 3.682 0.342
H -0.225 1.129 3.428 0.284
H -1.137 1.391 -4.726 0.170
H -4.025 -5.815 2.277 0.327
H 2.866 -6.609 -0.245 0.304
H 3.214 -6.745 2.177 0.313
H -0.092 2.735 -5.238 0.380
H -2.016 4.147 -5.770 0.287
H 2.461 -4.881 -0.147 0.071
H 4.001 0.347 1.306 0.419
H -5.907 -4.337 2.765 0.268
H -0.238 -1.261 0.431 0.079
H 2.814 -0.870 0.822 -0.146
H 3.173 5.200 -2.850 0.372
H -0.617 -2.638 -0.627 0.384
H 5.439 -1.373 2.324 0.264
H -1.442 4.366 1.641 0.064
H 0.609 4.786 -3.649 -0.065
H -2.563 2.553 -6.342 0.337
```